1.
Density functional theory data (wB97M-V/def2-TZVPD) for a structure of composition C14H22N11O2P2Ru in a non-equilibrium geometry.

Last column: Mulliken charge in e.
CARTESIAN COORDINATES (ANGSTROEM)
Ru: -0.17349 -0.68376 -0.57008  -0.26
C: 2.86094 -2.59333 -0.78795  -1.45
P: 1.80351 -1.40380 -1.62512  1.71
C: 1.31480 -2.08653 -3.22738  -1.59
C: 2.87952 -0.00300 -2.07435  -0.89
C: 2.00648 1.18526 -2.45352  -1.07
P: 0.81811 1.38407 -1.09728  1.91
C: 1.84300 1.94261 0.28967  -1.67
C: -0.23943 2.77215 -1.51277  -1.38
H: 3.86647 -2.51487 -1.20508  0.48
H: 2.45740 -3.59132 -0.93001  0.40
H: 2.89057 -2.38083 0.28011  0.36
H: 2.20682 -2.23603 -3.83881  0.46
H: 0.63244 -1.40825 -3.73918  0.39
H: 0.81728 -3.04153 -3.07242  0.41
H: 3.52748 -0.32537 -2.89166  0.58
H: 3.52916 0.23045 -1.22825  0.42
H: 1.46197 1.01460 -3.38432  0.42
H: 2.59332 2.09689 -2.57978  0.55
H: 2.53436 2.71071 -0.05917  0.47
H: 2.40940 1.11877 0.72407  0.42
H: 1.21279 2.37497 1.06635  0.32
H: 0.39795 3.64784 -1.66055  0.49
H: -0.94602 2.95587 -0.70678  0.31
H: -0.81142 2.55631 -2.41030  0.43
N: -3.12685 -2.43118 -1.13500  -0.11
C: -2.01122 -3.18257 -0.95923  0.27
N: -1.97695 -4.49655 -0.90841  -0.45
N: -0.67349 -4.80275 -0.82076  -0.64
N: 0.05528 -3.75531 -0.80672  -0.28
N: -0.76527 -2.67277 -0.87442  0.43
C: -3.09430 -1.09679 -1.39721  0.48
N: -4.16576 -0.36438 -1.61447  -0.48
N: -3.69830 0.87161 -1.83362  -0.67
N: -2.42539 0.91288 -1.75089  -0.32
N: -1.97426 -0.34183 -1.47396  0.51
H: -4.02134 -2.89827 -1.15656  0.23
O: 0.89842 -1.24604 1.08426  -0.12
N: 0.56631 -0.61895 2.15862  -0.83
N: -0.28473 0.28672 2.01306  1.27
O: -0.76279 0.62263 0.78570  -0.65
C: -0.76586 1.08437 3.10965  0.63
C: -1.87853 1.88174 2.89093  -0.46
C: -2.34551 2.64310 3.95181  -0.64
C: -1.71125 2.59548 5.18331  -0.47
C: -0.59877 1.78392 5.37196  -0.63
C: -0.10834 1.01527 4.33111  -0.43
H: -2.37345 1.89688 1.93166  0.49
H: -3.21500 3.26995 3.81162  0.39
H: -2.08389 3.19108 6.00525  0.41
H: -0.10743 1.74922 6.33425  0.39
H: 0.75529 0.38065 4.46262  0.47

Force components x, y, z for each atom (eV/Å):
-1.3 -1.4 0.2
0.1 0.0 0.1
-0.2 -0.2 -0.4
0.1 -0.1 0.0
0.1 0.0 0.0
0.1 0.0 0.0
-0.3 0.0 -0.3
0.0 0.0 0.1
0.1 0.2 0.0
0.0 0.0 0.0
0.0 0.0 0.0
0.0 0.0 0.0
0.0 0.0 0.0
0.0 0.0 0.0
0.0 0.0 0.0
0.0 0.0 0.0
0.0 0.0 0.0
0.0 0.0 0.0
0.0 0.0 0.0
0.0 0.0 0.0
0.0 0.0 0.0
0.0 0.0 0.0
0.0 0.0 0.0
0.0 0.0 0.0
0.0 0.0 0.0
0.0 0.0 0.1
0.0 -0.2 -0.4
-0.2 0.1 0.0
0.1 -0.1 0.0
0.1 0.0 0.2
0.4 1.4 0.1
-0.1 0.2 -0.1
0.0 -0.2 0.0
-0.1 0.1 0.0
0.1 0.0 0.0
0.7 0.1 -0.1
0.0 0.0 0.0
0.2 0.6 0.1
-0.1 -0.1 0.0
0.0 0.1 -0.3
0.3 -0.3 0.5
0.1 0.0 0.1
0.1 0.0 0.1
0.0 0.0 0.0
0.0 0.0 0.0
0.0 0.0 0.0
-0.1 0.1 0.0
0.0 0.0 0.0
0.0 0.0 0.0
0.0 0.0 0.0
0.0 0.0 0.0
0.0 0.0 0.0

Values from the calculation:
**LUMO level**: -5.46 eV
**Charge**: +1
**HOMO-LUMO gap**: 6.04 eV

=====

2.
Density functional theory data (wB97M-V/def2-TZVPD) for a cluster of 2 separate species, C10H22NO8PS in total.

Last column: Mulliken charge in e.
CARTESIAN COORDINATES (ANGSTROEM)
O: 0.86779 0.61621 4.27523  -0.54
C: 0.04155 0.81532 3.45356  0.30
O: -1.29153 0.65604 3.72482  -0.37
C: -2.06402 1.14853 2.63523  -0.13
O: -2.40009 0.04694 1.83096  -0.50
C: -1.11216 2.14808 1.94844  0.03
P: -1.66783 2.94532 0.44531  0.90
O: -0.75648 3.90778 -0.17637  -0.73
O: -2.10614 1.66934 -0.42118  -0.66
O: -3.11753 3.50351 0.85213  -0.54
C: 0.19503 1.31517 2.02082  1.58
S: 1.81829 2.04040 1.78246  -0.16
H: -2.97298 1.59571 3.04557  0.36
H: -2.48837 0.29806 0.89884  0.44
H: -0.94870 2.98402 2.65051  0.34
H: -2.14714 1.87935 -1.36736  0.35
H: -3.05579 4.33784 1.34160  0.36
H: 0.07902 0.40513 1.41649  -1.26
H: 1.84207 1.92762 0.44684  0.13
C: -0.25093 -2.51425 1.18061  -0.49
O: 0.42440 -3.10971 0.09075  -0.39
C: -0.35047 -3.24549 -1.09168  -0.74
C: 0.15693 -2.32753 -2.18206  -0.27
N: -0.07133 -0.93762 -1.82359  0.06
C: 0.53130 0.05095 -2.70219  -0.69
C: 2.04217 0.09751 -2.84537  -0.64
O: 2.70942 0.45188 -1.65016  -0.38
C: 3.11913 -0.64371 -0.85102  -0.58
H: 0.39260 -2.61845 2.05209  0.25
H: -0.45699 -1.44848 1.02096  0.06
H: -1.20283 -3.01431 1.38251  0.45
H: -1.40367 -3.03709 -0.87777  0.33
H: -0.26847 -4.28096 -1.43254  0.43
H: -0.37975 -2.55027 -3.10984  0.39
H: 1.21786 -2.56144 -2.34989  0.24
H: 0.26534 -0.78983 -0.87926  -0.18
H: 0.23283 1.02751 -2.32746  0.18
H: 0.09782 -0.05782 -3.70355  0.50
H: 2.26833 0.88296 -3.57120  0.39
H: 2.45909 -0.83732 -3.23871  0.38
H: 3.42380 -1.49045 -1.47215  0.35
H: 2.35133 -0.98311 -0.14917  0.19
H: 3.97707 -0.30333 -0.27318  0.25

Force components x, y, z for each atom (eV/Å):
0.5 -0.2 0.2
-0.5 -0.1 0.0
0.0 0.2 -0.3
-0.3 -0.1 -0.3
0.1 0.0 0.1
0.6 0.1 0.5
-0.1 -0.3 0.0
-0.2 -0.3 0.1
0.2 0.4 -0.4
0.3 0.2 0.2
-0.4 -0.3 -0.1
0.0 0.1 0.0
0.2 0.0 0.1
0.0 0.1 0.2
-0.2 -0.1 -0.2
0.0 -0.2 0.1
-0.1 -0.1 -0.2
0.1 0.4 -0.1
-0.1 0.0 -0.1
0.0 -0.1 0.0
0.1 0.1 0.0
-0.1 -0.1 0.0
0.0 0.0 0.0
0.1 0.0 0.2
-0.2 0.0 -0.1
0.1 0.0 -0.1
-0.1 -0.1 0.1
0.2 0.1 0.1
0.0 0.0 0.0
-0.1 -0.2 -0.1
0.0 0.0 0.0
0.0 0.0 0.0
0.0 0.0 0.0
0.0 0.0 0.0
0.0 0.0 0.0
0.0 0.0 0.0
-0.1 0.2 0.0
0.0 0.0 0.0
0.0 0.0 0.0
-0.1 0.0 0.0
0.0 0.0 0.0
-0.1 0.0 -0.1
0.0 -0.1 0.0

Values from the calculation:
**LUMO level**: 0.17 eV
**SMILES**: O=C1O[C@H](O)[C@H](P(=O)(O)O)[C@H]1S.COCCNCCOC
**Charge**: 0
**HOMO-LUMO gap**: 9.19 eV

=====

3.
Density functional theory data (wB97M-V/def2-TZVPD) for a structure of composition C4H6CoO2 in a non-equilibrium geometry.

Last column: Mulliken charge in e.
CARTESIAN COORDINATES (ANGSTROEM)
C: 0.64825 0.14707 -0.74704  -0.27
O: 0.90896 -0.70001 -1.70207  -0.31
H: 0.46431 1.13624 -1.18861  0.49
H: 1.40618 -1.49521 -1.44815  0.44
C: 1.17419 1.36963 1.03438  -0.32
C: 0.67856 0.13941 1.44172  -0.50
C: -0.24459 -0.34340 0.34370  0.88
O: -1.50607 -0.20778 0.00218  -0.74
Co: -2.26699 -0.81094 -1.43704  0.89
H: 1.11234 2.20258 1.73894  0.34
H: 1.88359 1.72711 0.28717  0.38
H: 1.31622 -0.54454 2.00790  0.39
H: -0.16228 -1.25483 1.23453  0.32

Force components x, y, z for each atom (eV/Å):
-3.3 -3.2 -3.3
2.1 1.2 0.4
0.2 0.0 0.6
-0.3 -0.8 0.0
1.6 1.9 3.1
3.3 2.8 0.9
-1.5 -2.9 1.4
2.3 1.7 2.7
-1.8 -1.0 -2.4
-0.6 0.2 0.3
-0.4 -0.5 -0.7
-0.7 0.2 0.7
-0.7 0.2 -3.7

Values from the calculation:
**LUMO level (alpha / beta)**: -12.13 / -11.39 eV
**2S+1**: 4
**Charge**: +2
**<S²>**: 4.000
**HOMO-LUMO gap (alpha / beta)**: 5.75 / 5.84 eV

=====

4.
Density functional theory data (wB97M-V/def2-TZVPD) for a cluster of 2 separate species, ClH5N3PS in total in a non-equilibrium geometry.

Last column: Mulliken charge in e.
CARTESIAN COORDINATES (ANGSTROEM)
N: -2.39386 1.02134 1.49852  -0.46
N: 0.20652 0.38270 -1.58313  -0.53
N: 1.93921 -0.92473 -0.14088  -0.29
P: 0.24654 -0.75543 -0.34417  0.46
S: -0.44118 -2.49572 -0.91314  -0.37
Cl: 2.93937 0.47718 0.10125  -0.10
H: -1.89194 1.82260 1.88076  0.23
H: -2.54188 0.38488 2.27753  0.23
H: -0.70291 0.41054 -2.03838  0.27
H: 0.47528 1.31362 -1.28686  0.26
H: 2.16484 -1.63699 0.54849  0.30

Force components x, y, z for each atom (eV/Å):
0.0 0.0 -0.6
-0.2 0.2 0.2
0.4 0.2 0.1
-0.1 -0.8 -0.7
0.0 0.6 0.5
-0.5 -0.4 0.1
0.1 0.0 0.2
0.0 -0.1 0.3
0.2 -0.1 0.1
0.0 0.1 -0.1
0.1 0.2 0.0

Values from the calculation:
**LUMO level (alpha / beta)**: -1.64 / -0.92 eV
**Charge**: 0
**HOMO-LUMO gap (alpha / beta)**: 7.40 / 7.31 eV